Entry from the Open Molecules 2025 dataset: a cluster of 2 separate species, C4H8N2 in total (wB97M-V/def2-TZVPD).

Its total charge is 0. The energy above the lowest of the compared OMol25 structures with the same formula, charge and spin comes out at 401.36 kJ/mol. For the energy, the calculation gives -7253.7156 eV. The value obtained for the gap between HOMO and LUMO (spin up / spin down) is 7.38 / 7.38 eV.

Cartesian coordinates (Å):
C (-1.26985, -1.19473, -0.75506)
C (0.45521, -0.33268, 1.30708)
N (1.21378, 0.31384, 0.41996)
C (1.19749, 1.58575, 0.05311)
C (-1.04472, 1.38069, -0.96220)
N (-1.27180, 0.23536, -0.78568)
H (-0.25643, -1.60338, -0.84788)
H (-1.85985, -1.54048, -1.60208)
H (-1.69215, -1.58088, 0.17775)
H (-0.27502, 0.22714, 1.87312)
H (0.60234, -1.39296, 1.44682)
H (1.78891, -0.28826, -0.16191)
H (1.72767, 1.88770, -0.83475)
H (0.68443, 2.30290, 0.67171)

Mulliken population analysis, charges in e, atoms 1 to 6: number 1, C, carries -0.708; number 2, C, carries -0.923; number 3, N, carries -0.049; number 4, C, carries -0.715; number 5, C, carries -0.133; number 6, N, carries -0.028

Entry from the Open Molecules 2025 dataset: a structure of composition C5H6O (wB97M-V/def2-TZVPD).

Its total charge is 0. The energy above the lowest of the compared OMol25 structures with the same formula, charge and spin comes out at 468.93 kJ/mol. For the energy, the calculation gives -7324.4244 eV. The value obtained for the gap between HOMO and LUMO is 7.58 eV.

Cartesian coordinates (Å):
C (-0.29192, -0.51941, 1.53133)
C (0.07910, -0.13892, 0.15881)
C (0.80805, -0.79705, -0.96482)
O (0.43439, 0.31476, -1.82603)
C (-0.21145, 0.88712, -0.69745)
C (-0.90970, 2.06323, -0.40944)
H (-0.80857, 0.31709, 2.01453)
H (0.59372, -0.82506, 2.10965)
H (-0.97133, -1.38951, 1.48899)
H (0.41578, -1.77605, -1.27863)
H (1.89516, -0.86366, -0.83774)
H (-1.03322, 2.72745, -1.28922)

Mulliken population analysis, charges in e, atoms 1 to 6: number 1, C, carries -1.073; number 2, C, carries 0.521; number 3, C, carries -0.195; number 4, O, carries -0.434; number 5, C, carries 0.275; number 6, C, carries -0.735

Entry from the Open Molecules 2025 dataset: an isolated molecule of C3H4N2O (wB97M-V/def2-TZVPD).

Its SMILES is [H]/N=C/C=N/C=O. Its total charge is 0. The energy above the lowest of the compared OMol25 structures with the same formula, charge and spin comes out at 386.88 kJ/mol. For the energy, the calculation gives -8199.8757 eV. The value obtained for the gap between HOMO and LUMO is 8.92 eV.

Cartesian coordinates (Å):
H (-1.37010, -1.73829, 0.59176)
N (-0.69465, -1.09717, 0.31023)
C (-0.97584, 0.15709, 0.39081)
C (0.30409, 0.91664, 0.06714)
N (1.13549, 0.01930, -0.00961)
C (2.33486, -0.32074, -0.23477)
O (3.38098, -0.08403, 0.35946)
H (-1.88648, 0.59706, 0.82943)
H (0.49111, 1.94659, -0.24489)
H (2.12993, -1.18911, -0.90968)

Mulliken population analysis, charges in e, atoms 1 to 6: number 1, H, carries 0.194; number 2, N, carries -0.459; number 3, C, carries -0.056; number 4, C, carries -0.326; number 5, N, carries 0.088; number 6, C, carries 0.104

Entry from the Open Molecules 2025 dataset: a structure of composition C39H41F3MoN5O9S3Si (wB97M-V/def2-TZVPD).

Its total charge is -1. The energy above the lowest of the compared OMol25 structures with the same formula, charge and spin comes out at 283.74 kJ/mol. For the energy, the calculation gives -117380.1923 eV. The value obtained for the gap between HOMO and LUMO is 5.81 eV.

Cartesian coordinates (Å):
Mo (-0.41838, -0.67397, -0.78990)
N (-0.47477, -3.00484, -1.53535)
C (-1.73248, -3.73959, -1.39148)
C (-2.30994, -3.42402, -0.01306)
N (-2.10552, -2.00433, 0.32663)
C (-3.33971, -1.25889, 0.53124)
C (-3.78417, -0.78476, -0.83354)
N (-2.66425, -0.02924, -1.41075)
H (-0.03717, -3.17050, -2.43483)
H (0.15995, -3.35014, -0.82417)
H (-1.58691, -4.82133, -1.47371)
H (-2.41995, -3.43203, -2.18368)
H (-1.78932, -4.03326, 0.71856)
H (-3.37451, -3.66962, 0.00965)
H (-1.51123, -1.96022, 1.15910)
H (-3.14262, -0.39733, 1.16761)
H (-4.11830, -1.86797, 1.00360)
H (-4.68698, -0.17174, -0.75748)
H (-4.00840, -1.64721, -1.46917)
H (-2.74022, 0.92173, -1.07785)
H (-2.74040, 0.01777, -2.42049)
C (7.46269, -2.54622, 0.07813)
C (6.20373, -1.72328, -0.01640)
C (5.79830, -0.90947, 1.03390)
C (4.64066, -0.15172, 0.94519)
C (3.88670, -0.21400, -0.21477)
C (4.25891, -1.03350, -1.27068)
C (5.41786, -1.78031, -1.16466)
S (2.47391, 0.84361, -0.28458)
O (2.97520, 2.17219, -0.56796)
O (1.78166, 0.73223, 0.95958)
N (1.42937, 0.34463, -1.43181)
C (1.66633, 0.53532, -2.75977)
C (2.75722, 1.16210, -3.36273)
C (2.81249, 1.27170, -4.75456)
C (1.82699, 0.76426, -5.56625)
C (0.71900, 0.10990, -4.99938)
C (-0.31820, -0.47381, -5.76590)
C (-1.32908, -1.10487, -5.11177)
C (-1.34457, -1.15279, -3.70771)
N (-0.41563, -0.60772, -2.93653)
C (0.62818, 0.01038, -3.58801)
H (7.87390, -2.51970, 1.08684)
H (8.22182, -2.17319, -0.61326)
H (7.25873, -3.58651, -0.18231)
H (6.38723, -0.87787, 1.94323)
H (4.29433, 0.45706, 1.77105)
H (3.63600, -1.10155, -2.15162)
H (5.70504, -2.44030, -1.97606)
H (3.53411, 1.57929, -2.74056)
H (3.65892, 1.77712, -5.20440)
H (1.89120, 0.86052, -6.64329)
H (-0.27848, -0.44548, -6.84789)
H (-2.12641, -1.59286, -5.65797)
H (-2.12880, -1.69629, -3.20111)
C (-4.85728, 3.69365, -0.45412)
C (-4.60899, 3.04247, 0.74720)
C (-3.36965, 2.45617, 0.97770)
C (-2.35129, 2.47997, 0.01642)
C (-2.63121, 3.14298, -1.18661)
C (-3.85830, 3.75095, -1.41834)
Si (-0.65290, 1.55749, 0.35067)
C (-1.80908, 0.38588, 3.96919)
C (-2.53866, -0.79884, 3.86785)
C (-3.88350, -0.80050, 4.21069)
C (-4.51415, 0.35408, 4.65478)
C (-3.77709, 1.52749, 4.76794)
C (-2.43667, 1.54728, 4.41988)
C (0.10665, 3.09648, 1.20219)
C (-0.24563, 4.38044, 0.76536)
C (0.33620, 5.52372, 1.29834)
C (1.27594, 5.41725, 2.31097)
C (1.61814, 4.15997, 2.78706)
C (1.05229, 3.01896, 2.23872)
H (-5.81464, 4.16803, -0.63229)
H (-5.37578, 2.99551, 1.51224)
H (-3.18467, 1.97675, 1.93519)
H (-1.86439, 3.18352, -1.95754)
H (-4.03716, 4.27541, -2.35002)
H (-2.03777, -1.70280, 3.55124)
H (-4.45040, -1.72042, 4.12682)
H (-5.56753, 0.34495, 4.90597)
H (-4.24922, 2.44091, 5.10931)
H (-1.84714, 2.45522, 4.47080)
H (-0.99203, 4.50562, -0.00475)
H (0.05119, 6.49788, 0.91854)
H (1.72844, 6.30752, 2.73225)
H (2.33841, 4.06304, 3.59082)
H (1.34254, 2.05804, 2.62960)
F (2.23521, -4.40520, -0.87986)
C (2.57049, -4.12626, 0.41129)
F (3.87393, -3.82853, 0.41025)
F (2.43728, -5.28457, 1.08129)
S (1.45928, -2.80102, 1.14962)
O (2.28067, -2.53019, 2.30043)
O (0.27167, -3.64409, 1.23424)
O (1.47983, -1.91082, -0.05595)
O (0.19966, -1.74737, 4.36356)
S (0.55172, -0.77359, 3.37118)
O (1.77944, -0.07013, 3.50372)
O (0.03538, -1.17515, 2.01356)
O (-0.50332, 0.52437, 3.63570)

Mulliken population analysis, charges in e, atoms 1 to 6: number 1, Mo, carries 0.208; number 2, N, carries -0.348; number 3, C, carries -0.708; number 4, C, carries -1.336; number 5, N, carries 0.722; number 6, C, carries 0.218

Entry from the Open Molecules 2025 dataset: a structure of composition C21H32HfN12O7PS4 (wB97M-V/def2-TZVPD).

Its expectation value of S² is 0.75. Its total charge is -2. The energy above the lowest of the compared OMol25 structures with the same formula, charge and spin comes out at 199.29 kJ/mol. Its multiplicity is 2. For the energy, the calculation gives -108450.6943 eV. The value obtained for the gap between HOMO and LUMO (spin up / spin down) is 5.71 / 6.97 eV.

Cartesian coordinates (Å):
Hf (9.37097, 12.26191, 16.31827)
C (8.83147, 5.70730, 17.47722)
C (9.74525, 6.94077, 17.47707)
O (9.48840, 7.68933, 16.32484)
P (8.52607, 9.00192, 16.22118)
S (8.97230, 10.07097, 17.86290)
S (8.06586, 10.90503, 14.72143)
O (7.03787, 8.38730, 16.30172)
C (6.31594, 7.93898, 15.07848)
C (7.17785, 7.53476, 13.94690)
H (8.96479, 5.20622, 18.46206)
H (8.99312, 5.01488, 16.62484)
H (7.75330, 5.88629, 17.48598)
H (10.76820, 6.57586, 17.46997)
H (9.69455, 7.54340, 18.39342)
H (5.65174, 8.77662, 14.76119)
H (5.65249, 7.11475, 15.45559)
H (7.56343, 8.42440, 13.48508)
H (6.43723, 7.01142, 13.28643)
H (7.90031, 6.88808, 14.24370)
C (11.25728, 9.20450, 14.26786)
O (11.05692, 9.98302, 15.48643)
C (12.09702, 9.83808, 16.38772)
C (12.58513, 11.12473, 16.94302)
O (11.50412, 12.00808, 17.31544)
C (11.98101, 12.94403, 18.34983)
H (12.25924, 9.45227, 13.84637)
H (10.64421, 9.62341, 13.54128)
H (11.02898, 8.17529, 14.49660)
H (13.13654, 9.37263, 15.95440)
H (11.86100, 9.19942, 17.29607)
H (13.26750, 11.63381, 16.18457)
H (13.11826, 10.86418, 17.85606)
H (11.93476, 12.45321, 19.32694)
H (11.36119, 13.85052, 18.13873)
H (13.01082, 13.13181, 18.15448)
N (6.38578, 13.43357, 17.79804)
C (6.69550, 14.05082, 16.63292)
N (6.03060, 15.03048, 16.05325)
N (6.80680, 15.37278, 14.96777)
N (7.85678, 14.62068, 14.91472)
N (7.76063, 13.70685, 15.90341)
C (7.43236, 13.31484, 18.72043)
N (7.20275, 13.46658, 20.04439)
N (8.42092, 13.19516, 20.54638)
N (9.26388, 12.95541, 19.61842)
N (8.68006, 12.95774, 18.41163)
H (5.48254, 13.55149, 18.17194)
C (9.38911, 16.06167, 17.73293)
C (10.42747, 15.77617, 16.65901)
C (11.18222, 16.81275, 16.12646)
C (12.05266, 16.44065, 15.10878)
N (12.07892, 15.24424, 14.54060)
C (11.23721, 14.32886, 15.06672)
S (11.04041, 12.87541, 14.23468)
N (10.50548, 14.55431, 16.20191)
H (9.48391, 17.02562, 18.11363)
H (9.51472, 15.35028, 18.58629)
H (8.34714, 16.02910, 17.28060)
H (10.98480, 17.82179, 16.37274)
H (12.75794, 17.15254, 14.69753)
N (8.68953, 11.99056, 11.15040)
C (9.64027, 10.94999, 10.99885)
C (9.20152, 9.59974, 11.04592)
C (10.16499, 8.59610, 10.91392)
C (11.55029, 8.96730, 10.82984)
C (11.92388, 10.29071, 10.77463)
C (10.99529, 11.25470, 10.82097)
S (12.70691, 7.62655, 10.67025)
O (13.98393, 8.17911, 11.21454)
O (12.90366, 7.35061, 9.24857)
O (12.16125, 6.51568, 11.48623)
H (8.98275, 12.89162, 11.46147)
H (7.93529, 11.76811, 11.76895)
H (8.18187, 9.32779, 11.21501)
H (9.88533, 7.62548, 10.96815)
H (13.00305, 10.58244, 10.83946)
H (11.24920, 12.32656, 10.71375)

Mulliken population analysis, charges in e, atoms 1 to 6: number 1, Hf, carries 0.550; number 2, C, carries -1.310; number 3, C, carries -0.388; number 4, O, carries -0.160; number 5, P, carries 0.896; number 6, S, carries -0.768

Entry from the Open Molecules 2025 dataset: a cluster of 2 separate species, C5H12NO2 in total (wB97M-V/def2-TZVPD).

Its total charge is -1. The energy above the lowest of the compared OMol25 structures with the same formula, charge and spin comes out at 458.15 kJ/mol. For the energy, the calculation gives -10962.2417 eV. The value obtained for the gap between HOMO and LUMO is 6.84 eV.

Cartesian coordinates (Å):
C (1.33261, 0.16613, 0.74095)
O (0.98997, 0.95449, -0.26127)
C (0.36809, -1.10068, 0.89301)
C (-1.00585, -0.51509, 1.38360)
C (-1.30077, 0.68251, 0.58954)
C (-1.41140, 0.87873, -1.72104)
N (-1.90407, 0.24818, -0.72922)
H (2.39991, -0.10774, 0.58262)
H (1.44854, 0.51590, 1.81831)
H (0.93019, -1.78912, 1.41066)
H (0.22927, -1.46099, -0.14393)
H (-1.08447, -0.20016, 2.49763)
H (-1.73183, -1.31994, 1.30249)
H (-0.73356, 1.64429, 0.58213)
H (-2.29469, 1.19311, 1.16500)
H (-1.85025, 0.92320, -2.68992)
H (-0.50370, 1.42580, -1.64542)
H (1.28734, -0.46903, -1.82790)
H (2.83240, -0.58652, -1.90290)
O (2.00227, -1.08305, -2.04434)

Mulliken population analysis, charges in e, atoms 1 to 6: number 1, C, carries -0.832; number 2, O, carries -0.793; number 3, C, carries -0.603; number 4, C, carries -0.773; number 5, C, carries -0.320; number 6, C, carries -0.285

Entry from the Open Molecules 2025 dataset: a cluster of 4 separate species, C9H26N3O5S3 in total (wB97M-V/def2-TZVPD).

Its total charge is -1. For the energy, the calculation gives -56967.6265 eV. The value obtained for the gap between HOMO and LUMO is 5.55 eV.

Cartesian coordinates (Å):
N (-0.21977, -0.49731, 4.12715)
C (-0.46515, -1.80145, 3.49586)
N (-0.44068, -2.75824, 4.58618)
N (-1.83046, -1.73676, 2.90789)
C (0.58679, -2.14432, 2.40672)
C (1.16199, -3.57709, 2.46031)
O (0.28504, -4.48759, 2.48265)
O (2.39046, -3.71309, 2.36803)
H (0.71630, -0.53349, 4.51737)
H (-0.22726, 0.21267, 3.40205)
H (-0.76660, -3.66358, 4.26454)
H (-1.09398, -2.40330, 5.28063)
H (-2.09559, -2.69909, 2.71849)
H (-1.78299, -1.28246, 2.00033)
H (1.37695, -1.39533, 2.38490)
H (0.09712, -2.07894, 1.42713)
C (0.93571, 1.11513, -1.44128)
S (1.46382, 1.52550, 0.21999)
O (1.35466, 0.28227, 1.02801)
C (0.02506, 2.52723, 0.62022)
H (1.67767, 0.44053, -1.86421)
H (-0.02798, 0.60636, -1.39753)
H (0.87865, 2.03966, -2.01804)
H (-0.87286, 1.91818, 0.51241)
H (-0.00591, 3.38580, -0.05137)
H (0.12888, 2.85546, 1.65327)
C (-0.33060, -4.46834, -0.46321)
S (-0.40685, -3.66307, -2.05771)
O (-0.84011, -2.25107, -1.84950)
C (-1.86003, -4.54445, -2.65457)
H (0.48723, -4.04492, 0.11361)
H (-1.26273, -4.31076, 0.07752)
H (-0.14396, -5.53194, -0.61203)
H (-2.68955, -4.36633, -1.97000)
H (-1.63439, -5.60923, -2.71635)
H (-2.10386, -4.16027, -3.64347)
C (1.40431, 5.80970, -4.38805)
S (1.36372, 5.50549, -2.61857)
O (0.70413, 4.18627, -2.43389)
C (0.13014, 6.75293, -2.23358)
H (2.08969, 5.08758, -4.82638)
H (0.40510, 5.67159, -4.80052)
H (1.76560, 6.82126, -4.57374)
H (-0.77876, 6.54863, -2.79902)
H (0.52543, 7.73963, -2.47540)
H (-0.07436, 6.69056, -1.16682)

Mulliken population analysis, charges in e, atoms 1 to 6: number 1, N, carries -0.850; number 2, C, carries 0.795; number 3, N, carries -0.691; number 4, N, carries -0.903; number 5, C, carries 0.151; number 6, C, carries 0.333

Entry from the Open Molecules 2025 dataset: a cluster of 7 separate species, H14O7 in total (wB97M-V/def2-TZVPD).

Its SMILES is O.O.O.O.O.O.O. Its total charge is 0. The energy above the lowest of the compared OMol25 structures with the same formula, charge and spin comes out at 154.68 kJ/mol. For the energy, the calculation gives -14559.8583 eV. The value obtained for the gap between HOMO and LUMO is 10.68 eV.

Cartesian coordinates (Å):
O (19.85544, -5.98490, -24.34420)
H (19.15199, -5.58401, -23.86392)
H (19.42021, -6.85215, -24.43311)
O (22.05961, -1.03332, -24.19347)
H (21.96392, -1.98293, -24.12873)
H (21.31291, -0.78598, -24.75136)
O (21.49949, -3.70265, -23.49603)
H (20.86118, -4.32620, -23.90675)
H (22.06663, -4.26529, -22.93523)
O (23.59395, -4.53142, -21.46607)
H (24.33821, -5.10069, -21.27119)
H (23.70739, -3.73960, -20.92896)
O (18.31351, -4.50242, -22.30961)
H (18.48296, -3.74205, -22.87996)
H (17.38800, -4.64598, -22.44957)
O (20.90842, -3.26758, -20.49123)
H (21.31746, -3.12522, -21.32599)
H (21.34569, -4.02527, -20.09054)
O (21.50306, -7.16095, -22.36826)
H (21.09683, -6.71102, -23.12443)
H (20.81570, -7.65193, -21.92760)

Mulliken population analysis, charges in e, atoms 1 to 6: number 1, O, carries -0.751; number 2, H, carries 0.338; number 3, H, carries 0.311; number 4, O, carries -0.625; number 5, H, carries 0.378; number 6, H, carries 0.292